(1)
Below is the molecule C4H4N2, with properties calculated with the ωB97M-V functional and the def2-TZVPD basis.

Calculated values
- molecular weight (g mol⁻¹) = 80.09
- multiplicity = 3
- net charge = 0
- HOMO-LUMO gap (spin up / spin down) (eV) = 6.142 / 8.784
- HOMO energy (spin up / spin down) (eV) = -5.4 / -11.5
- lowest unoccupied orbital energy (spin up / spin down) (eV) = 0.7 / -2.7
- energy above the lowest of the compared OMol25 structures with the same formula, charge and spin (eV) = 1.5775

Structure (XYZ):
```
10
Properties=species:S:1:pos:R:3:lowdin_spin:R:1
C -1.4880 -0.0911 -0.1966 0.510
C 1.8901 0.7178 -0.0333 0.037
C 0.8651 -0.2753 0.4794 0.118
C -0.3032 -0.7196 -0.3752 0.641
N -2.6075 0.3058 0.0363 0.568
N 2.6473 1.5009 -0.3954 0.002
H 1.4209 -1.1876 0.7434 0.016
H 0.5115 0.2309 1.3213 0.008
H 0.0080 -1.5968 -0.9916 0.067
H -2.9442 1.1150 -0.5884 0.033
```

(2)
Below is the molecule C4H5NO, with properties calculated with the ωB97M-V functional and the def2-TZVPD basis.

Calculated values
- molecular weight (g mol⁻¹) = 83.09
- net charge = 0
- HOMO-LUMO gap (eV) = 7.979
- HOMO energy (eV) = -9.7
- lowest unoccupied orbital energy (eV) = -1.7
- energy above the lowest of the compared OMol25 structures with the same formula, charge and spin (eV) = 4.0197

Structure (XYZ):
```
11
Properties=species:S:1:pos:R:3:mulliken_charge:R:1
O -0.7834 1.2709 -0.7398 -0.526
C -0.7222 0.3148 0.2802 0.307
C -0.4119 -1.1375 -0.2934 -1.084
C 0.3672 0.2608 1.2422 -0.539
C 1.5860 0.7668 0.7492 0.409
N 2.6320 1.1602 0.4069 -0.356
H 0.1159 1.4745 -1.0396 0.346
H -1.7082 0.3001 0.7476 0.387
H -1.3698 -1.5782 -0.5724 0.359
H 0.2098 -1.0116 -1.1820 0.324
H 0.0847 -1.8208 0.4010 0.373
```

(3)
Below is the molecule C4H9NO2S, with properties calculated with the ωB97M-V functional and the def2-TZVPD basis.

Calculated values
- molecular weight (g mol⁻¹) = 135.19
- SMILES = CSCO/N=C/CO
- net charge = 0
- HOMO-LUMO gap (eV) = 9.716
- HOMO energy (eV) = -8.8
- lowest unoccupied orbital energy (eV) = 0.9
- energy above the lowest of the compared OMol25 structures with the same formula, charge and spin (eV) = 3.3832

Structure (XYZ):
```
17
Properties=species:S:1:pos:R:3:mulliken_charge:R:1
C 0.3757 -2.5086 -0.2379 -0.647
S 0.5786 -1.7284 -1.8821 -0.095
C 1.3285 -0.1274 -1.3825 -0.334
O 0.3865 0.8072 -0.9375 -0.139
N 0.0275 0.5872 0.3521 -0.312
C -0.9258 1.3535 0.6985 -0.262
C -1.4283 1.2484 2.1167 -0.286
O -1.0997 2.3784 2.9115 -0.515
H -0.4265 -1.9553 0.2511 0.198
H 0.2534 -3.6302 -0.2245 0.310
H 1.3235 -2.2238 0.2219 0.214
H 2.1488 -0.3632 -0.6332 0.300
H 1.8212 0.3089 -2.2973 0.293
H -1.3263 2.0867 0.0016 0.442
H -2.5120 1.1147 2.1882 0.283
H -0.9405 0.3358 2.5036 0.217
H -0.1863 2.5909 2.6757 0.332
```

(4)
Below is the molecule C4H4N4, with properties calculated with the ωB97M-V functional and the def2-TZVPD basis.

Calculated values
- molecular weight (g mol⁻¹) = 108.10
- SMILES = [H]/N=C1C=N/C(=N/[H])C=N\1
- net charge = 0
- HOMO-LUMO gap (eV) = 8.325
- HOMO energy (eV) = -9.6
- lowest unoccupied orbital energy (eV) = -1.2
- energy above the lowest of the compared OMol25 structures with the same formula, charge and spin (eV) = 2.6133

Structure (XYZ):
```
12
Properties=species:S:1:pos:R:3:mulliken_charge:R:1
H -1.8443 -2.6455 0.4093 0.234
N -1.1164 -2.3344 -0.2028 -0.543
C -0.7059 -1.1099 -0.1048 0.495
C -1.1619 0.0296 0.8320 -0.122
N -0.4854 1.1005 0.8073 -0.504
C 0.5517 1.2950 0.0047 0.512
N 1.2805 2.2897 0.3487 -0.593
H 2.1740 2.1571 -0.0484 0.229
C 0.9000 0.1908 -1.0143 -0.009
N 0.3666 -0.8935 -1.0408 -0.396
H -1.8746 -0.1953 1.5468 0.406
H 1.9156 0.1160 -1.5376 0.292
```

(5)
Below is a cluster of 7 separate species, C15H40O9S6 in total, with properties calculated with the ωB97M-V functional and the def2-TZVPD basis.

Calculated values
- molecular weight (g mol⁻¹) = 556.88
- net charge = 0
- HOMO-LUMO gap (eV) = 8.032
- HOMO energy (eV) = -8.0
- lowest unoccupied orbital energy (eV) = 0.0

Structure (XYZ):
```
70
Properties=species:S:1:pos:R:3:mulliken_charge:R:1
C 3.6418 -4.5717 3.7273 -0.132
C 2.6696 -4.5368 4.9049 -0.332
O 1.5830 -3.7380 4.4385 -0.365
C 1.9002 -3.1785 3.2554 0.661
O 1.1751 -2.4619 2.6367 -0.469
O 3.1372 -3.5242 2.8702 -0.315
H 3.6062 -5.5157 3.1928 0.106
H 4.6548 -4.2730 3.9746 0.319
H 3.0802 -4.0962 5.8140 0.245
H 2.2972 -5.5226 5.1786 0.282
C -4.5150 2.0758 -0.5244 -0.570
S -5.5952 0.8195 -1.1937 0.378
O -5.1366 0.6233 -2.5948 -0.587
C -4.8750 -0.5464 -0.2633 -0.595
H -3.4803 1.7310 -0.5488 -0.095
H -4.8183 2.3359 0.4915 0.431
H -4.6397 2.9532 -1.1568 0.352
H -5.4809 -1.4390 -0.3971 0.385
H -4.8803 -0.2482 0.7854 0.318
H -3.8722 -0.6936 -0.6614 -0.025
C -2.5877 1.8455 -4.1705 -0.169
S -2.2843 0.5578 -5.3735 0.435
O -1.2730 1.0968 -6.3121 -0.646
C -1.4519 -0.5489 -4.2391 -0.555
H -1.6471 2.1729 -3.7325 -0.041
H -3.2739 1.4451 -3.4227 -0.013
H -3.1028 2.6376 -4.7099 0.380
H -0.7382 -0.0144 -3.6137 -0.104
H -0.9914 -1.3548 -4.8063 0.428
H -2.2359 -1.0009 -3.6227 0.292
C 1.3871 3.9801 3.0465 -0.451
S 0.9124 5.7192 2.9369 0.422
O 0.8997 6.0250 1.4867 -0.545
C -0.8185 5.4800 3.3392 -0.846
H 2.4690 3.9625 3.1664 0.369
H 1.0820 3.5111 2.1142 -0.191
H 0.9365 3.5157 3.9231 0.359
H -0.9827 5.1264 4.3586 0.373
H -1.2063 4.7077 2.6721 0.197
H -1.3268 6.4269 3.1806 0.328
C -0.2821 0.6340 1.4898 -1.079
S -0.9674 -0.1346 0.0234 0.391
O -1.3114 0.9401 -0.9410 -0.455
C 0.5738 -0.8667 -0.5086 -0.684
H -0.9364 1.4128 1.8748 0.411
H 0.6422 1.1417 1.1926 0.163
H -0.0252 -0.1305 2.2223 0.492
H 0.9492 -1.5139 0.2887 0.051
H 1.3157 -0.0937 -0.7034 0.280
H 0.3496 -1.4888 -1.3728 0.454
C 2.4964 2.9550 -2.7682 -0.650
S 1.8502 4.6245 -2.6232 0.449
O 1.1154 4.9367 -3.8642 -0.618
C 0.6286 4.2421 -1.3784 -0.345
H 2.9980 2.7124 -1.8304 0.310
H 3.2063 2.9355 -3.5935 0.377
H 1.6976 2.2454 -2.9869 0.009
H 0.0720 3.3178 -1.5557 -0.106
H -0.1175 5.0385 -1.4054 0.370
H 1.0311 4.2621 -0.3652 0.199
C 1.9092 -4.5310 -0.1231 -1.148
S 2.6493 -5.9236 0.7288 0.581
O 4.0724 -5.9988 0.3314 -0.640
C 1.7676 -7.1766 -0.2114 -1.082
H 0.8496 -4.5097 0.1443 0.423
H 2.0183 -4.6482 -1.2008 0.574
H 2.3585 -3.6013 0.2170 0.217
H 2.0936 -7.1122 -1.2512 0.332
H 0.6941 -7.0115 -0.1571 0.350
H 2.0835 -8.1422 0.1764 0.360
```

(6)
Below is a cluster of 2 separate species, C4H12NOS in total, with properties calculated with the ωB97M-V functional and the def2-TZVPD basis.

Calculated values
- molecular weight (g mol⁻¹) = 122.21
- net charge = -1
- HOMO-LUMO gap (eV) = 6.086
- HOMO energy (eV) = -2.4
- lowest unoccupied orbital energy (eV) = 3.7
- energy above the lowest of the compared OMol25 structures with the same formula, charge and spin (eV) = 1.6810

Structure (XYZ):
```
19
Properties=species:S:1:pos:R:3:mulliken_charge:R:1
C 1.9817 -0.3360 0.8713 -0.916
N 0.8493 0.3770 0.3001 -0.183
C -0.4399 -0.2290 0.6221 0.197
C -0.6491 -1.3853 -0.3284 -0.708
S -2.3757 -2.0591 0.0065 -0.648
C -1.5419 0.7836 0.4426 -1.217
H 1.8368 -0.3567 1.9600 0.316
H 2.0180 -1.4102 0.4157 0.222
H 2.8754 0.3657 0.6234 0.288
H 0.9501 1.3750 0.3927 0.272
H -0.4626 -0.5267 1.7635 0.141
H -0.3167 -1.0956 -1.3228 0.223
H 0.0318 -2.2600 -0.0542 0.211
H -1.4201 1.5081 1.4019 0.283
H -2.5382 0.3473 0.7017 0.355
H -1.5176 1.4337 -0.4525 0.213
H -0.4494 1.1525 -2.8367 0.349
H 0.6867 0.7781 -1.9368 0.329
O 0.4813 1.5376 -2.5700 -0.731
```

(7)
Below is a cluster of 12 separate species, C6H33NO11 in total, with properties calculated with the ωB97M-V functional and the def2-TZVPD basis.

Calculated values
- molecular weight (g mol⁻¹) = 295.33
- SMILES = C=C/C(=C/C)NC.O.O.O.O.O.O.O.O.O.O.O
- net charge = 0
- HOMO-LUMO gap (eV) = 8.582
- HOMO energy (eV) = -8.4
- lowest unoccupied orbital energy (eV) = 0.2
- energy above the lowest of the compared OMol25 structures with the same formula, charge and spin (eV) = 7.3803

Structure (XYZ):
```
51
Properties=species:S:1:pos:R:3:mulliken_charge:R:1
C 2.4687 -1.6303 -0.8584 -1.125
C 1.4916 -1.0571 -0.2204 -0.008
C 0.5521 -1.9722 0.7231 0.167
C 0.2652 -1.3762 1.8587 0.129
C -0.7613 -1.9607 2.7652 -1.422
N 0.2095 -3.0370 -0.1254 0.012
C -0.7741 -3.9145 0.1757 -1.109
H 3.2378 -1.1441 -1.3776 0.459
H 2.6071 -2.7857 -0.7547 0.011
H 1.2254 -0.0360 -0.1841 0.345
H 0.7221 -0.4204 2.0633 0.400
H -1.1531 -2.9073 2.5619 0.374
H -1.8760 -1.3512 2.9626 0.147
H -0.2775 -2.0624 3.7616 0.422
H 0.9481 -3.5693 -0.6184 0.177
H -1.3353 -4.2143 -0.6951 0.341
H -1.4955 -3.4470 0.8857 0.358
H -0.4200 -4.7537 0.8399 0.363
O 2.3333 1.7441 1.3431 -0.740
H 2.2284 1.9573 0.4243 0.331
H 2.5703 2.6453 1.5731 0.363
O -2.8046 -0.7774 -2.7261 -0.649
H -3.5543 -1.2800 -3.0738 0.238
H -2.6578 -0.9594 -1.7849 0.444
O -0.0345 2.6903 -1.6948 -0.721
H -0.5306 2.3807 -2.4779 0.277
H -0.4164 2.3253 -0.8013 0.301
O -0.0190 2.3595 1.7612 -0.533
H 0.7715 1.9873 1.8715 0.330
H 0.1544 3.3649 1.5839 0.343
O -2.6947 1.2154 2.4987 -0.640
H -2.3981 1.4179 3.4190 0.319
H -1.9200 1.5719 1.9741 0.298
O 4.8897 -0.7867 1.2895 -0.641
H 4.1620 -0.2195 0.8564 0.316
H 4.5459 -1.0245 2.1368 0.312
O -2.6600 1.8234 -2.5461 -0.664
H -2.7042 0.8832 -2.4448 0.422
H -3.0084 2.1099 -3.3787 0.274
O -0.1294 -0.6206 -3.2187 -0.619
H -0.6677 -0.7880 -2.3993 0.310
H -0.8250 -0.7351 -3.7916 0.298
O -0.0906 4.3943 0.2994 -0.676
H -0.9828 4.5191 0.1836 0.307
H 0.4201 4.0504 -0.4611 0.373
O -2.4145 -0.7397 -0.1168 -0.711
H -1.7420 -1.3706 0.1057 0.369
H -2.1779 0.0800 0.4408 0.223
O 2.4509 2.6025 -1.2484 -0.616
H 2.7147 2.3383 -2.1567 0.316
H 1.5568 2.4800 -1.2036 0.405
```

(8)
Below is a cluster of 6 separate species, C36H88N4 in total, with properties calculated with the ωB97M-V functional and the def2-TZVPD basis.

Calculated values
- molecular weight (g mol⁻¹) = 577.13
- SMILES = CCN(CC)CC.CCN(CC)CC.CCN(CC)CC.CCN(CC)CC.CCCCCC.CCCCCC
- net charge = 0
- HOMO-LUMO gap (eV) = 8.550
- HOMO energy (eV) = -7.8
- lowest unoccupied orbital energy (eV) = 0.7
- energy above the lowest of the compared OMol25 structures with the same formula, charge and spin (eV) = 0.5205

Structure (XYZ):
```
128
Properties=species:S:1:pos:R:3:mulliken_charge:R:1
C 1.3371 0.8800 0.4058 1.457
C 2.7586 1.1942 -0.2532 -1.528
N 3.8177 0.1128 0.2457 0.488
C 4.9000 -0.2086 -0.7016 -0.867
C 5.8167 1.0395 -1.2219 -0.781
C 4.3545 0.3345 1.6602 0.471
C 5.1854 -0.7426 2.1799 -1.604
H 1.3681 1.1011 1.4930 -0.404
H 0.9938 -0.2211 0.2598 -0.204
H 0.6848 1.5816 -0.0426 -0.572
H 2.9665 2.2433 -0.1909 0.309
H 2.5380 0.9274 -1.2892 0.405
H 4.4491 -0.6233 -1.7727 0.269
H 5.6176 -0.8957 -0.4017 0.583
H 5.8514 1.5272 -0.1700 0.165
H 5.2045 1.6578 -1.8526 0.236
H 6.7561 0.4790 -1.8517 0.313
H 3.3264 0.5084 2.3413 -0.548
H 4.9070 1.3596 1.6107 0.509
H 4.6910 -1.6380 2.0148 0.267
H 5.6442 -0.4968 3.1337 0.428
H 6.2791 -0.6399 1.7027 0.340
C -1.1899 -3.7008 1.7495 -0.419
C 0.0855 -4.2536 2.4630 -1.025
N 1.3385 -3.8044 1.8763 0.181
C 1.4555 -2.3360 1.9321 -1.375
C 1.3807 -1.6862 3.3513 0.131
C 2.5511 -4.3913 2.4848 -0.135
C 2.6759 -5.8173 2.0872 -1.661
H -1.3709 -4.0372 0.6600 0.207
H -1.3449 -2.5848 1.8108 -0.249
H -2.1903 -3.9976 2.3230 0.310
H 0.0438 -5.2870 2.6958 0.638
H -0.0284 -4.0924 3.4415 0.638
H 0.7514 -1.7189 1.3225 -0.144
H 2.1984 -2.0454 1.3836 1.079
H 2.1544 -2.3306 3.9166 0.305
H 0.2673 -1.6824 3.7414 0.036
H 1.7432 -0.5554 3.3722 -0.327
H 2.5982 -4.3067 3.5413 0.416
H 3.5619 -3.9771 2.0362 -0.022
H 2.9497 -5.8715 1.1145 0.396
H 1.9722 -6.3675 2.3993 0.619
H 3.6754 -6.1935 2.5341 0.356
C -1.7916 -6.8100 -4.5512 -1.090
C -2.0930 -5.8663 -5.7282 -0.266
N -1.8700 -4.4267 -5.3177 0.042
C -1.4298 -3.4531 -6.3800 -0.355
C -2.2084 -3.2828 -7.6358 -1.164
C -3.1837 -4.0166 -4.6551 -0.896
C -3.0744 -2.6496 -3.9602 -1.061
H -2.8865 -6.9797 -4.2436 0.230
H -1.4613 -6.2586 -3.6222 0.265
H -1.2445 -7.6137 -4.9831 0.419
H -3.1265 -6.0307 -6.1512 0.328
H -1.1798 -6.3828 -6.4179 0.185
H -0.4697 -3.9774 -6.7610 0.321
H -1.2121 -2.3177 -5.8496 0.128
H -3.2342 -2.6899 -7.6022 0.225
H -2.6268 -4.1951 -8.0243 0.319
H -1.7599 -2.8125 -8.4662 0.458
H -3.4760 -4.8051 -3.8656 0.406
H -4.0333 -3.9883 -5.2746 0.485
H -3.7847 -2.5266 -3.1816 0.274
H -2.9805 -1.9330 -4.6878 0.574
H -2.2416 -3.0882 -3.2081 0.206
C -1.5792 1.0083 -2.1296 0.683
C -1.0302 2.1486 -2.7949 -1.335
N -0.5671 3.1660 -1.8972 0.962
C 0.8372 3.8281 -2.3391 -0.269
C 0.7009 4.6198 -3.5923 -1.460
C -1.5462 3.9955 -1.2144 -1.389
C -1.0509 4.4234 0.2016 -1.263
H -1.8935 0.1927 -2.9635 -0.216
H -2.2615 1.3762 -1.4383 -0.207
H -0.8122 0.5588 -1.3901 -0.166
H -1.6059 2.6804 -3.5370 0.413
H -0.2645 1.6882 -3.5252 0.373
H 1.4977 3.0013 -2.4365 0.225
H 1.2101 4.7094 -1.5457 0.211
H 0.6381 3.9285 -4.3823 0.339
H 1.4784 5.3208 -3.6467 0.499
H -0.0568 5.4119 -3.6019 0.275
H -2.3707 3.5661 -0.9282 0.789
H -1.6156 4.9928 -1.6481 0.233
H -1.9152 4.6561 0.7539 0.561
H -0.3420 5.1777 0.1347 0.509
H -0.4800 3.7263 0.5963 0.222
C -5.1898 0.0389 -1.3173 -1.485
C -4.2246 -1.1353 -0.6917 0.079
C -3.8863 -1.0051 0.7152 -1.513
C -2.9169 0.0772 1.1056 0.688
C -2.7829 0.2152 2.5989 -0.699
C -1.7504 1.3549 2.9479 -1.173
H -5.5119 -0.2065 -2.2904 0.455
H -4.8320 1.0800 -1.3856 0.194
H -6.0956 0.3716 -0.8203 0.447
H -3.3416 -1.3037 -1.4384 -0.194
H -4.9089 -1.8380 -0.9992 0.645
H -3.4258 -1.9201 0.9212 0.096
H -4.6552 -0.9410 1.3568 0.683
H -3.4022 1.0263 0.8429 0.557
H -1.9444 0.1489 0.6889 -0.360
H -2.5161 -0.7349 3.1115 0.370
H -3.8066 0.5498 3.0967 0.316
H -2.1181 2.3387 2.7688 0.522
H -0.7259 1.1641 2.7057 0.026
H -1.7121 1.3096 4.0045 0.531
C 3.3619 3.3605 4.0450 -0.986
C 1.9802 2.8580 4.4334 0.823
C 1.1165 3.8436 5.1451 -0.992
C 0.6319 4.9713 4.2374 -0.001
C -0.4288 5.9165 4.7317 -0.483
C -0.9465 6.8641 3.7066 -1.068
H 3.3790 4.3314 3.5018 0.209
H 4.0234 2.7415 3.4037 0.171
H 3.9561 3.2379 4.9996 0.317
H 2.1450 1.9815 5.0855 0.390
H 1.4183 2.4134 3.4879 -0.663
H 1.6256 4.3138 6.0017 0.385
H 0.2443 3.3893 5.4915 0.399
H 0.2725 4.4546 3.3916 -0.107
H 1.5343 5.5130 3.8409 0.236
H 0.0278 6.4685 5.4831 0.373
H -1.2993 5.3069 5.0605 0.281
H -1.7886 7.5325 4.0627 0.305
H -1.5987 6.0914 3.1045 0.039
H -0.2367 7.3046 3.2191 0.481
```